# 1
The following is a quantum chemistry calculation of C45H47BrClIKN5O7S2 as an isolated structure at a distorted geometry, from OMol25.

```
110
Properties=species:S:1:pos:R:3:mulliken_charge:R:1
K 0.132 0.515 0.092 1.6217
C -0.366 3.294 3.434 -1.0363
N -1.252 3.077 2.315 1.4329
C -1.870 4.308 1.858 -1.1087
C -0.961 5.105 0.905 -0.2276
C -1.616 5.300 -0.459 -1.2637
N -1.727 4.035 -1.165 0.1327
C -1.278 4.020 -2.351 -0.4141
C -1.276 2.914 -3.322 1.0868
C -1.215 3.316 -4.662 -0.5961
C -1.233 2.430 -5.722 -0.8103
C -1.275 1.059 -5.402 -0.8545
C -1.297 0.624 -4.099 -0.1391
C -1.296 1.519 -2.974 -0.6252
O -1.276 1.075 -1.780 -0.4177
C -2.166 1.970 2.521 -0.0415
C -2.838 1.567 1.208 0.1356
C -3.150 0.071 1.117 -1.4780
N -1.953 -0.708 1.389 1.1214
C -2.020 -1.749 2.107 -1.2692
C -0.862 -2.590 2.448 1.3600
C -1.016 -3.537 3.458 -0.6932
C 0.042 -4.304 3.917 -0.9180
C 1.304 -4.093 3.332 -0.6099
C 1.488 -3.184 2.313 -0.6687
C 0.402 -2.419 1.780 -0.1988
O 0.531 -1.657 0.769 0.1447
H -0.917 3.536 4.365 0.2543
H 0.310 4.123 3.210 0.3493
H 0.249 2.412 3.609 -0.1268
H -2.162 4.928 2.723 0.3963
H -2.788 4.053 1.327 0.4107
H -0.035 4.536 0.778 0.0755
H -0.700 6.083 1.320 0.3547
H -1.079 6.061 -1.047 0.5053
H -2.633 5.681 -0.295 0.2857
H -0.867 4.959 -2.763 0.0663
H -1.158 4.384 -4.862 0.2360
H -1.199 2.775 -6.748 0.3967
H -1.261 0.319 -6.199 0.3942
H -1.258 -0.436 -3.886 0.3071
H -2.919 2.188 3.308 0.0672
H -1.562 1.135 2.888 -0.5314
H -2.177 1.854 0.382 -0.1988
H -3.779 2.102 1.057 0.4608
H -3.455 -0.136 0.087 0.2090
H -3.990 -0.202 1.779 0.4995
H -2.984 -2.054 2.553 -0.0426
H -2.000 -3.644 3.912 0.4147
H -0.092 -5.021 4.717 0.4236
H 2.161 -4.645 3.705 0.2880
H 2.467 -3.016 1.879 0.3490
O 3.357 2.827 2.443 -0.7533
Cl 2.745 1.700 1.767 1.5073
O 3.735 0.978 0.986 -0.6521
O 2.148 0.792 2.748 -0.6069
O 1.677 2.169 0.885 -0.7201
Br 1.000 -2.959 7.410 -0.1807
C -0.724 -2.397 6.839 0.0973
C -1.813 -3.063 7.391 -0.4249
C -3.102 -2.716 7.015 -0.5695
C -3.299 -1.697 6.094 -0.6746
C -2.207 -1.041 5.547 -0.0231
C -0.904 -1.385 5.904 -0.1143
I 0.602 -0.423 4.873 0.4299
H -1.639 -3.856 8.106 0.3803
H -3.945 -3.249 7.437 0.3465
H -4.299 -1.418 5.785 0.3965
H -2.356 -0.260 4.810 0.4292
O -0.123 -2.394 -3.472 -0.8461
S -0.029 -2.264 -1.972 1.3661
C -1.492 -3.109 -1.349 0.5069
C -2.671 -2.721 -1.983 -0.5617
C -3.879 -3.260 -1.569 -0.6306
C -3.912 -4.187 -0.531 -0.6404
C -2.732 -4.572 0.089 -0.6740
C -1.517 -4.033 -0.317 -0.0391
C 1.264 -3.434 -1.517 0.0045
C 1.141 -4.801 -1.712 -0.2748
C 2.229 -5.629 -1.470 -0.8110
C 3.439 -5.087 -1.055 -0.4536
C 3.564 -3.712 -0.892 -0.4534
C 2.477 -2.882 -1.121 -0.3441
H -2.632 -1.994 -2.785 0.3430
H -4.796 -2.952 -2.057 0.4216
H -4.858 -4.601 -0.203 0.3438
H -2.744 -5.278 0.911 0.3648
H -0.605 -4.332 0.181 0.2257
H 0.205 -5.217 -2.065 0.5261
H 2.130 -6.699 -1.606 0.3764
H 4.282 -5.736 -0.850 0.3613
H 4.502 -3.282 -0.561 0.4256
H 2.560 -1.812 -0.972 0.3994
C 6.758 2.029 -3.888 -1.4152
C 5.316 2.313 -4.157 0.8984
C 4.852 3.043 -5.200 -0.9091
C 3.441 3.260 -5.263 0.9253
N 2.589 2.744 -4.431 -0.1695
C 3.036 1.896 -3.428 -0.9103
S 2.074 1.057 -2.420 -0.0370
N 4.421 1.806 -3.289 0.0565
C 2.865 4.157 -6.324 -1.1940
H 7.383 2.484 -4.653 0.3409
H 6.939 0.953 -3.877 0.3333
H 7.050 2.425 -2.913 0.3311
H 5.530 3.465 -5.928 0.3156
H 4.714 1.251 -2.494 0.2348
H 3.546 4.278 -7.168 0.3814
H 2.667 5.141 -5.894 0.2382
H 1.912 3.749 -6.658 0.2665
```

Values from the calculation:
2S+1: 1
Total charge: -2

***

# 2
The following is a quantum chemistry calculation of a 2-piece molecular cluster, C6H16 overall at a distorted geometry, from OMol25.

```
22
Properties=species:S:1:pos:R:3:mulliken_charge:R:1
C 2.398 0.448 -1.621 -0.7339
C 2.296 -0.975 -2.183 -0.8844
H 3.355 0.884 -1.909 0.3264
H 1.649 1.099 -2.063 0.2611
H 2.263 0.404 -0.541 0.2037
H 2.577 -1.038 -3.231 0.3478
H 2.999 -1.591 -1.617 0.2465
H 1.316 -1.424 -2.047 0.2540
C -1.505 0.128 0.696 0.8465
C -2.631 0.351 1.707 -1.4333
C -0.534 1.297 0.744 -1.0894
C -0.812 -1.208 0.989 -1.2525
H -1.948 0.096 -0.305 0.2089
H -2.166 0.668 2.648 0.3290
H -1.075 2.199 0.453 0.3727
H -0.124 1.440 1.755 0.3460
H 0.353 1.154 0.126 -0.0016
H -1.552 -1.999 0.948 0.4024
H -0.026 -1.403 0.246 0.2007
H -0.290 -1.140 1.944 0.3104
H -3.230 -0.543 1.873 0.3828
H -3.309 1.151 1.389 0.3565
```

Values from the calculation:
2S+1: 1
SMILES: CC(C)C.CC

***

# 3
The following is a quantum chemistry calculation of C36H35ClIrNO7S2Sb2 as an isolated structure at a distorted geometry, from OMol25.

```
85
Properties=species:S:1:pos:R:3:mulliken_charge:R:1
Ir -0.801 0.091 -3.150 1.2051
C -0.114 -1.053 0.933 -0.9232
C 0.641 -2.291 1.425 0.6067
C 0.629 -3.458 0.420 -1.8434
Sb 2.238 -3.443 -1.019 0.9106
C 2.893 -1.406 -0.778 -0.4003
C 2.575 -0.493 -1.789 -0.6675
C 3.000 0.828 -1.718 -0.4541
C 3.775 1.250 -0.647 -0.4093
C 4.128 0.346 0.345 -0.6193
C 3.686 -0.971 0.285 0.3726
C 3.705 -4.150 0.444 -0.3598
C 3.483 -4.274 1.817 0.3819
C 4.509 -4.632 2.687 -0.7525
C 5.783 -4.885 2.198 -0.3569
C 6.021 -4.792 0.832 -0.6283
C 4.991 -4.430 -0.027 -0.4428
Sb 0.768 0.870 1.487 0.4710
C 1.373 0.022 3.436 -0.2856
C 2.719 -0.269 3.692 0.1144
C 3.123 -0.885 4.873 -0.6255
C 2.185 -1.208 5.845 -0.4080
C 0.844 -0.912 5.621 -0.5628
C 0.450 -0.309 4.433 -0.3039
C -2.735 3.591 1.180 -0.2829
C -1.816 4.636 1.038 0.2531
C -1.986 5.814 1.746 -0.6442
C -3.072 5.985 2.601 -0.4112
C -3.998 4.955 2.729 -0.5350
C -3.840 3.774 2.017 -0.3825
H -1.145 -1.059 1.294 0.8284
H -0.148 -1.019 -0.159 -0.3319
H 0.197 -2.620 2.369 0.5620
H 1.674 -2.027 1.663 -0.3810
H -0.296 -3.478 -0.160 0.5302
H 0.728 -4.422 0.928 0.6110
H 1.965 -0.807 -2.628 0.6341
H 2.697 1.531 -2.485 0.3303
H 4.088 2.284 -0.580 0.3307
H 4.739 0.669 1.182 0.3092
H 3.970 -1.659 1.074 0.3098
H 2.503 -4.069 2.230 0.2206
H 4.313 -4.695 3.752 0.3849
H 6.587 -5.147 2.877 0.3631
H 7.011 -4.994 0.440 0.3595
H 5.194 -4.350 -1.091 0.3008
H 3.464 -0.024 2.941 0.1473
H 4.170 -1.122 5.031 0.4020
H 2.494 -1.684 6.768 0.3424
H 0.106 -1.159 6.376 0.3664
H -0.604 -0.098 4.273 0.3807
H -0.972 4.483 0.375 0.3581
H -1.254 6.607 1.638 0.3615
H -3.191 6.902 3.164 0.3453
H -4.846 5.071 3.395 0.3385
H -4.551 2.962 2.119 0.3148
N -0.257 -2.936 -2.788 -0.9564
C -0.515 -1.816 -2.997 0.2210
Cl -7.406 1.285 -4.376 -0.2903
C -5.677 0.948 -4.507 0.7570
C -5.303 -0.313 -5.055 -0.8590
C -3.953 -0.574 -5.271 -0.5341
C -2.956 0.321 -4.936 -0.1949
C -1.531 0.039 -5.111 -0.9950
C -3.320 1.558 -4.139 0.8459
C -4.788 1.877 -4.130 -1.3578
H -6.064 -1.039 -5.301 0.4040
H -3.663 -1.514 -5.729 0.3098
H -1.003 0.915 -5.516 0.3755
H -1.364 -0.830 -5.748 0.4677
H -2.745 2.430 -4.468 0.3916
H -5.097 2.814 -3.690 0.4517
C -3.841 0.612 -0.573 -0.9832
S -2.950 2.080 -1.205 1.4657
O -3.969 3.091 -1.426 -0.8291
O -2.525 2.411 0.592 0.0702
O -2.890 1.209 -2.803 -0.1315
H -4.402 0.997 0.271 0.3421
H -3.074 -0.106 -0.282 0.0771
H -4.449 0.263 -1.400 0.3156
O 0.329 2.136 -3.239 -0.7960
S -0.007 2.405 -1.814 1.0708
O -1.294 3.237 -1.838 -0.6283
O -0.366 1.042 -1.185 -1.1403
O 1.026 3.081 -1.075 -0.6051
```

Values from the calculation:
2S+1: 5
Total charge: -2

***

# 4
The following is a quantum chemistry calculation of C5H5N3 as an isolated structure at a distorted geometry, from OMol25.

```
13
Properties=species:S:1:pos:R:3:mulliken_charge:R:1
C -1.765 0.837 -0.106 -0.2235
C -1.942 -0.733 0.201 -0.6040
C -0.368 -0.573 0.126 0.5195
C 0.872 1.373 -0.015 -0.6562
C -0.378 0.726 -0.175 0.3631
H -2.266 1.682 0.622 0.2281
H -2.455 0.821 -0.974 0.1568
H -2.382 -1.283 -0.608 0.2991
H -2.483 -1.018 1.139 0.2450
H 1.165 2.359 -0.054 0.5029
N 0.538 -1.404 -0.220 -0.2776
N 1.754 -0.823 -0.030 -0.3358
N 1.981 0.463 0.204 -0.2175
```

Values from the calculation:
2S+1: 1

***

Number 1: electronic energy -197866.9816 eV. Number 2: electronic energy -6481.5023 eV. Number 3: electronic energy -103824.8834 eV. Number 4: electronic energy -9731.0138 eV.